(1)
Computed, not measured: an isolated molecule of BH4NS, with the ωB97M-V functional and the def2-TZVPD basis.

Structure (XYZ):
```
7
Properties=species:S:1:pos:R:3
N -0.9627 0.6263 0.0640
B -0.0712 -0.4723 0.0880
S 1.6998 0.1430 0.0152
H -1.8308 0.7826 0.4789
H -0.6771 1.5065 -0.2547
H -0.2739 -1.5663 -0.0133
H 2.1160 -1.0197 -0.3782
```

For the highest occupied orbital energy, the calculation gives -9.36 eV. The total energy comes out at -480.23142 Ha. The molar mass comes out at 60.92 g mol⁻¹. The value obtained for the energy above the lowest of the compared OMol25 structures with the same formula, charge and spin is 27.35 kJ/mol. As for the structure (SMILES): NBS.

***

(2)
Computed, not measured: a structure of composition BaCl11O44Pb, with the ωB97M-V functional and the def2-TZVPD basis.

Structure (XYZ):
```
57
Properties=species:S:1:pos:R:3
Ba 2.6601 -2.6101 -1.2427
Pb -2.7682 0.0180 0.4194
Cl 0.8491 1.5966 5.0535
O -0.1624 1.9525 4.1679
O 1.9590 2.1237 4.3145
O 0.5998 2.2187 6.2751
O 0.5542 0.2153 5.0518
Cl 1.6810 -0.2258 -4.1510
O 2.9688 -0.9192 -3.9977
O 0.7788 -1.0806 -3.5532
O 1.7744 1.1386 -3.7732
O 1.3380 -0.0705 -5.4817
Cl -3.2121 4.5897 -0.6732
O -3.6783 3.8538 0.5300
O -3.6396 5.9965 -0.6775
O -1.8505 4.4927 -0.8784
O -3.9830 3.9958 -1.6504
Cl -4.6910 1.5986 3.6467
O -5.9545 2.1236 3.5740
O -4.3930 1.1209 4.9927
O -4.4704 0.6257 2.5485
O -3.7256 2.5356 3.3592
Cl 3.5423 -2.1905 3.0098
O 2.8892 -2.6209 1.8326
O 2.8963 -2.7207 4.1817
O 5.0121 -2.3263 3.2111
O 3.2250 -0.6910 2.9494
Cl 5.7741 0.3614 -0.1024
O 5.7653 0.9585 1.1431
O 4.9827 -0.8865 -0.2339
O 5.2039 1.2674 -0.9633
O 7.1105 0.1422 -0.5413
Cl 0.6288 -5.9563 0.3075
O 0.9802 -5.7402 -1.0066
O -0.3725 -6.9965 0.3113
O 1.6822 -6.7047 0.8741
O 0.2139 -4.8115 0.9387
Cl -4.0864 -4.1193 -1.1311
O -5.5241 -3.8840 -1.3543
O -3.8143 -5.4261 -0.5811
O -3.5190 -4.0032 -2.5150
O -3.4319 -3.2108 -0.2412
Cl 0.3801 0.0500 -0.1021
O -0.3891 -1.1708 -0.2729
O 1.6937 -0.1656 -0.2755
O -0.1894 1.0814 -0.8490
O 0.1984 0.2293 1.3738
Cl 2.9379 4.8622 -2.2396
O 4.1994 5.4981 -1.8778
O 3.1431 3.3989 -2.3511
O 2.0457 4.8474 -1.1904
O 2.7176 5.1128 -3.5993
Cl -3.7184 0.1722 -3.2856
O -2.8208 0.2985 -2.2080
O -5.0525 -0.1126 -2.8237
O -3.6811 1.2135 -4.3076
O -3.2574 -1.0462 -3.9347
```

Its total charge is -7. For the highest occupied orbital energy, the calculation gives 6.61 eV. The total energy comes out at -8587.22030 Ha. The molar mass comes out at 1438.47 g mol⁻¹.

***

(3)
Computed, not measured: a structure of composition BaH14O7, with the ωB97M-V functional and the def2-TZVPD basis.

Structure (XYZ):
```
22
Properties=species:S:1:pos:R:3
Ba 0.0531 -0.0739 -0.3346
O 1.2194 -0.9035 -2.6316
H 1.2811 -0.6893 -3.5782
H 1.8406 -1.6436 -2.5209
O -1.4091 2.1546 -0.2788
H -2.1101 2.4597 0.3199
H -1.5860 2.6525 -1.0974
O 0.5660 -2.2342 1.1425
H 0.9319 -3.0252 0.7115
H 0.8496 -2.3150 2.0673
O 0.9872 1.1043 1.9057
H 1.6909 1.7721 1.9275
H 0.9744 0.7508 2.8088
O 1.6255 2.3305 -1.1317
H 1.0559 3.1093 -1.0322
H 2.3799 2.5103 -0.5514
O -1.3600 -2.1414 -1.2412
H -1.2034 -2.5202 -2.1219
H -2.0606 -2.6877 -0.8481
O -1.8169 -0.2952 1.7900
H -2.2424 0.5135 2.1103
H -1.6671 -0.8284 2.5843
```

Its total charge is +2. For the highest occupied orbital energy, the calculation gives -18.95 eV. The total energy comes out at -560.16940 Ha. The molar mass comes out at 263.43 g mol⁻¹. The value obtained for the energy above the lowest of the compared OMol25 structures with the same formula, charge and spin is 27.00 kJ/mol.

***

(4)
Computed, not measured: a structure of composition Be6Br8F4N4O12, with the ωB97M-V functional and the def2-TZVPD basis.

Structure (XYZ):
```
34
Properties=species:S:1:pos:R:3
Be -0.7262 -2.5752 4.3191
Be 0.6441 4.4215 -2.7604
Be -1.4973 -2.5366 -2.1213
Be -5.5732 1.2749 -1.3518
Be 1.4215 2.7742 3.1247
Be 3.3901 -2.5733 -1.7300
Br -3.9687 -4.2983 3.0128
Br -1.5002 3.7740 -2.3053
Br 1.3119 0.9100 4.0581
Br -1.7854 -1.2670 -4.4687
Br 2.4819 -1.7905 -3.6383
Br -2.0223 -1.1219 4.3388
Br -4.4977 -0.4557 -1.3103
Br 4.5055 -4.0374 -1.2406
N -0.1666 0.9344 -0.1316
O -0.1667 -2.5556 -1.9425
O 1.0233 1.2145 -0.6904
O -0.4170 -0.1344 0.2586
N 0.5322 4.9995 3.4578
O 0.5399 5.7774 2.5558
O 1.3892 4.0179 3.5992
O -0.4791 4.8818 4.1670
N 1.8649 2.9415 -5.3102
O 1.9467 3.6578 -3.6065
O 1.9899 1.9097 -5.1655
O 1.3155 5.6161 -2.0914
N 1.5405 -4.4372 3.7362
O 2.4009 -4.1742 4.5035
O -0.1382 -3.7985 3.5806
O 1.3403 -5.3269 3.0265
F -2.5303 -3.1635 -2.1593
F 2.9455 -1.1807 0.5277
F -5.6116 2.4560 -1.9096
F -1.5029 -6.1340 -4.3331
```

Its total charge is -4. For the highest occupied orbital energy, the calculation gives 1.29 eV. The total energy comes out at -22201.50257 Ha. The molar mass comes out at 1017.31 g mol⁻¹.

***

(5)
Computed, not measured: a structure of composition BeCl2, with the ωB97M-V functional and the def2-TZVPD basis.

Structure (XYZ):
```
3
Properties=species:S:1:pos:R:3
Be -0.3898 0.0044 0.1566
Cl 1.3150 0.3169 2.4329
Cl -0.9252 -0.3212 -2.5895
```

For the highest occupied orbital energy, the calculation gives -10.99 eV. The total energy comes out at -935.02728 Ha. The molar mass comes out at 79.92 g mol⁻¹. The value obtained for the energy above the lowest of the compared OMol25 structures with the same formula, charge and spin is 398.48 kJ/mol.

***

(6)
Computed, not measured: a structure of composition BeFH16O8, with the ωB97M-V functional and the def2-TZVPD basis.

Structure (XYZ):
```
26
Properties=species:S:1:pos:R:3
Be -1.4555 0.3478 -0.0193
F 0.0115 0.5448 0.2587
O -1.9035 0.1458 -1.6773
H -2.3205 -0.6322 -2.0883
H -1.4655 0.6148 -2.4373
O -2.3715 1.8608 0.2577
H -3.0955 2.2788 -0.1643
H -1.9845 2.4948 0.8707
O -0.1925 -2.0562 -1.2043
H -0.5095 -2.8912 -1.4673
H 0.3505 -1.8342 -1.9743
O 1.7385 -2.3222 0.8107
H 2.6375 -2.0452 0.6097
H 1.3085 -2.1262 -0.0423
O 1.5585 0.4258 2.3577
H 2.4455 0.2308 2.0247
H 0.9215 0.2828 1.6767
O 2.1725 2.7258 0.6887
H 1.4385 3.3948 0.4877
H 1.7185 1.9568 1.0117
O -2.2895 -0.9712 0.7837
H -2.9465 -0.7742 1.4957
H -1.6655 -1.6692 1.1397
O 1.9125 -0.0892 -1.5323
H 2.6945 0.1078 -1.0133
H 1.2915 -0.0002 -0.8533
```

Its total charge is +1. For the highest occupied orbital energy, the calculation gives -13.37 eV. The total energy comes out at -726.04427 Ha. The molar mass comes out at 172.13 g mol⁻¹. The value obtained for the energy above the lowest of the compared OMol25 structures with the same formula, charge and spin is 47.15 kJ/mol.

***

(7)
Computed, not measured: a structure of composition BeH12O6, with the ωB97M-V functional and the def2-TZVPD basis.

Structure (XYZ):
```
19
Properties=species:S:1:pos:R:3
Be -0.4518 0.1066 0.0050
O -1.2183 1.0989 1.3933
H -1.6521 1.9480 1.3497
H -1.5480 0.7333 2.2297
O 0.2278 1.2423 -1.0172
H 0.7414 1.0347 -1.8288
H 0.1292 2.1854 -0.8728
O 0.5963 -0.9859 0.5764
H 0.5256 -1.9535 0.3999
H 0.8951 -0.9321 1.4680
O -1.7025 -0.7554 -0.6293
H -1.7585 -1.4265 0.0867
H -1.4757 -1.2249 -1.4321
O 1.5796 1.3995 1.6733
H 1.6729 2.3519 1.8414
H 2.1586 0.9394 2.3037
O 0.3201 -1.5982 -2.3315
H -0.0119 -1.9770 -3.1523
H 0.9723 -2.1865 -2.0632
```

Its total charge is +2. For the highest occupied orbital energy, the calculation gives -19.05 eV. The total energy comes out at -472.90647 Ha. The molar mass comes out at 117.10 g mol⁻¹. The value obtained for the energy above the lowest of the compared OMol25 structures with the same formula, charge and spin is 39.28 kJ/mol.

***

(8)
Computed, not measured: a structure of composition Br2Cl7N3O37Sn4, with the ωB97M-V functional and the def2-TZVPD basis.

Structure (XYZ):
```
53
Properties=species:S:1:pos:R:3
Sn 7.8406 -15.2466 12.0682
Sn 1.7911 -16.3202 16.0979
Sn 7.2329 -12.7498 16.9829
Sn 6.8579 -6.7026 14.7631
Br 5.7359 -4.6876 14.8508
Br 0.2945 -15.1775 17.4609
N 6.9621 -10.5718 15.0970
O 7.3796 -10.4461 16.2625
O 6.2237 -9.6928 14.5571
O 7.4253 -11.5997 14.5749
N 8.1569 -7.1249 12.5577
O 8.8760 -7.1564 13.6756
O 8.5437 -6.6596 11.5137
O 6.9367 -7.5534 12.6949
N 4.1023 -12.3160 16.8137
O 3.2641 -12.2090 17.6166
O 4.0554 -12.8629 15.7461
O 5.3988 -11.7557 17.0424
Cl 4.9660 -15.3976 11.1516
O 5.7490 -14.2233 11.3327
O 4.9207 -15.4888 9.7229
O 5.8490 -16.4110 11.7504
O 3.7656 -15.4657 11.8563
Cl 8.7933 -11.9030 20.1806
O 10.0025 -12.5614 20.6420
O 8.7679 -11.7954 18.7718
O 7.6065 -12.6170 20.6605
O 8.7992 -10.6323 20.7732
Cl 9.4265 -15.2013 8.8016
O 10.8022 -15.4391 8.6381
O 9.1099 -14.7791 10.1811
O 9.0038 -14.1335 7.9144
O 8.6314 -16.3500 8.6195
Cl 5.4664 -16.2128 17.7054
O 4.5715 -17.3245 17.3520
O 6.3174 -15.8892 16.5565
O 4.7875 -14.9640 18.0219
O 6.3263 -16.5292 18.7655
Cl 0.2602 -19.2430 14.9481
O 1.4913 -19.4363 14.2483
O -0.3494 -20.3854 15.5787
O 0.4450 -18.3119 16.1187
O -0.6906 -18.5576 14.0502
Cl 9.3575 -18.6422 12.1892
O 10.6283 -18.7971 11.6012
O 8.7966 -17.2317 11.9838
O 8.3751 -19.6458 11.8540
O 9.5860 -18.6569 13.6395
Cl -5.7798 -10.5015 22.0610
O -5.7536 -11.7994 22.6855
O -4.7285 -9.7072 22.6046
O -5.6344 -10.6572 20.6886
O -7.0615 -9.8662 22.3637
```

Its total charge is -4. For the highest occupied orbital energy, the calculation gives -2.55 eV. The total energy comes out at -12172.72689 Ha. The molar mass comes out at 1516.81 g mol⁻¹.

***

> What is the formula in the seventh record?

BeH12O6

***

> What is the formula in the third record?

BaH14O7